The following is a quantum chemistry calculation of C6H5Cl3SSi in the gas phase in a non-equilibrium geometry, from the Open Molecules 2025 dataset.

```
! wB97M-V def2-TZVPD RIJCOSX def2/J DEFGRID3
* xyz 0 1
Cl 5.7107 -0.5809 1.1273
Si 4.3644 -0.0944 -0.2910
Cl 3.6045 1.7648 0.0524
Cl 4.9289 -0.3794 -2.1943
S 2.4910 -1.7546 -0.1815
C 1.2674 -0.5263 0.3289
C 1.4186 -0.0811 1.6336
C 0.6939 1.0160 2.0515
C -0.3408 1.4574 1.2428
C -0.6677 0.8631 0.0353
C 0.1804 -0.1382 -0.4870
H 2.1118 -0.2099 2.3948
H 0.6945 1.2316 3.1592
H -1.1435 2.0396 1.6500
H -1.4962 1.2055 -0.4974
H 0.1448 -0.6328 -1.4092
*
```

As for the SMILES: Cl[Si](Cl)(Cl)Sc1ccccc1. The calculation puts the HOMO energy at -0.32212 Ha.

=====

The following is a quantum chemistry calculation of C6H5ClS in the gas phase in a non-equilibrium geometry, from the Open Molecules 2025 dataset.

```
! wB97M-V def2-TZVPD RIJCOSX def2/J DEFGRID3
* xyz 0 1
C 3.3698 -0.1478 -0.0025
C 1.7896 -0.1130 -0.0788
C 1.0659 1.0565 -0.1346
C -0.2837 0.7970 0.0697
S -1.4302 2.0648 0.0294
C -0.3679 -0.7888 -0.0246
Cl -1.7629 -1.7326 -0.0341
C 0.8983 -1.3000 0.1511
H 3.6484 0.9105 -0.3932
H 4.0179 -1.1284 -0.6052
H 3.7810 -0.0659 1.2171
H 1.5688 2.0937 -0.1494
H 1.0047 -2.4157 0.1575
*
```

As for the SMILES: CC1=CC(=S)C(Cl)=C1. The calculation puts the HOMO energy at -0.31828 Ha. The energy relative to the best compared isomer or geometry (same formula, charge and spin) comes out at 63.3 kcal/mol.

=====

The following is a quantum chemistry calculation of a molecular structure, C6H5CuN3O2SSe, from the Open Molecules 2025 dataset.

```
! wB97M-V def2-TZVPD RIJCOSX def2/J DEFGRID3
* xyz -1 1
Cu -0.9719 -1.7441 -0.2683
S 1.2368 -2.3260 0.4925
C 1.5718 -0.7113 0.1574
N 0.7979 0.2650 0.7419
C 0.8840 1.5433 0.3695
C 1.8045 1.9343 -0.5623
C 2.6569 0.9250 -1.0344
N 2.5625 -0.3356 -0.6850
H 0.0054 -0.0203 1.4157
H 0.1993 2.2277 0.8527
H 1.8694 2.9556 -0.9024
H 3.4611 1.1653 -1.7242
Se -1.0343 -0.9201 -2.5075
C -2.8215 -0.6621 -2.6316
N -3.9579 -0.4757 -2.7555
O -1.1940 -0.0765 2.4889
C -2.0590 -0.9519 2.2578
O -2.1631 -1.7104 1.2666
H -2.8477 -1.0821 3.0282
*
```

The calculation puts the HOMO energy at -0.16695 Ha. The energy relative to the best compared isomer or geometry (same formula, charge and spin) comes out at 0.0 kcal/mol.

=====

The following is a quantum chemistry calculation of C6H5F in the gas phase in a non-equilibrium geometry, from the Open Molecules 2025 dataset.

```
! wB97M-V def2-TZVPD RIJCOSX def2/J DEFGRID3
* xyz 0 1
C 0.5479 3.6959 -1.0355
C 0.5829 2.4473 -0.8368
C 0.6246 1.1137 -0.4533
C 0.2250 0.0292 0.1347
C 0.4820 -1.2187 0.9154
C -0.8287 -2.0010 0.9795
F -1.0916 -2.4932 -0.2683
H 0.6010 4.9562 -1.0806
H 1.1110 -1.8384 0.4265
H 0.6372 -1.0286 1.9893
H -1.6549 -1.2310 1.1935
H -0.6721 -2.8183 1.6621
*
```

As for the SMILES: C#CC#CCCF. The calculation puts the HOMO energy at -0.33560 Ha. The energy relative to the best compared isomer or geometry (same formula, charge and spin) comes out at 114.4 kcal/mol.

=====

The following is a quantum chemistry calculation of C6H5F2NO2 in the gas phase in a non-equilibrium geometry, from the Open Molecules 2025 dataset.

```
! wB97M-V def2-TZVPD RIJCOSX def2/J DEFGRID3
* xyz 0 1
C -1.8345 0.5463 0.2512
C 1.6153 -0.9372 0.1448
C -3.0956 1.4970 -0.0161
C 0.4320 -0.4175 0.7431
C -3.1059 -0.0141 -0.1460
C 3.8956 -0.3860 -0.1774
N -0.6013 0.1739 0.4913
O 1.6390 -2.1156 -0.1022
O 2.5528 -0.0194 0.1496
F -3.9018 -0.6482 0.6975
F -3.2705 -0.5534 -1.3829
H -3.6320 2.0149 0.7633
H -3.1305 2.2371 -0.7422
H 3.7681 -1.3250 -0.5193
H 4.3219 -0.4372 0.8392
H 4.3475 0.3842 -0.9940
*
```

The calculation puts the HOMO energy at -0.31262 Ha. The energy relative to the best compared isomer or geometry (same formula, charge and spin) comes out at 51.0 kcal/mol.

=====

The following is a quantum chemistry calculation of C6H5F3N2O3 in the gas phase in a non-equilibrium geometry, from the Open Molecules 2025 dataset.

```
! wB97M-V def2-TZVPD RIJCOSX def2/J DEFGRID3
* xyz 0 1
O -0.9527 2.8605 1.4327
N -1.1063 2.1480 0.5064
O -1.4679 2.4275 -0.5916
C -0.8834 0.7102 0.7613
C -0.9368 -0.0230 -0.4996
C 0.1898 -0.5701 -1.0348
C 0.0661 -1.6725 -2.0803
F -1.2061 -1.9869 -2.2974
F 0.6021 -1.3390 -3.3417
F 0.6972 -2.7659 -1.6804
C 1.4088 -0.4925 -0.3880
N 1.6282 -0.0088 0.7676
C 0.6362 0.5366 1.6386
O 0.4558 -0.3145 2.7425
H -1.7585 0.5358 1.4340
H -1.8724 -0.1923 -1.1320
H 2.3454 -0.6214 -1.0186
H 0.8504 1.5835 1.9696
H 1.3042 -0.8151 2.8118
*
```

As for the SMILES: O=[N+]([O-])[C@H]1C=C(C(F)(F)F)C=N[C@@H]1O. The calculation puts the HOMO energy at -0.37372 Ha.

=====

The following is a quantum chemistry calculation of C6H5FNO2PS in the gas phase in a non-equilibrium geometry, from the Open Molecules 2025 dataset.

```
! wB97M-V def2-TZVPD RIJCOSX def2/J DEFGRID3
* xyz 0 1
O -1.5211 -3.7833 1.1232
S -1.9986 -2.4912 1.4331
O -3.3573 -2.1507 1.3735
N -1.5854 -2.1979 3.1837
P -0.8854 -3.3327 3.9480
F -1.0330 -2.8422 5.5294
C -1.0025 -1.2753 0.6765
C -1.0698 0.0558 1.1388
C -0.1723 0.9983 0.6523
C 0.7432 0.6531 -0.3290
C 0.8018 -0.6077 -0.8989
C -0.1176 -1.5635 -0.4014
H -1.8186 0.2814 2.0366
H -0.1268 1.9209 1.1170
H 1.3934 1.4842 -0.4281
H 1.4503 -1.0749 -1.7033
H -0.1383 -2.5603 -0.8332
*
```

As for the SMILES: O=S(=O)(/N=P/F)c1ccccc1. The calculation puts the HOMO energy at -0.37561 Ha.

=====

The following is a quantum chemistry calculation of a molecular structure, C6H5InN2O5 in a non-equilibrium geometry, from the Open Molecules 2025 dataset.

```
! wB97M-V def2-TZVPD RIJCOSX def2/J DEFGRID3
* xyz 2 1
In -2.1509 -0.1156 -2.6812
N -3.5350 -0.1194 -6.3942
O -4.4805 -0.8141 -6.0513
O -3.3616 0.0502 -7.5851
O -2.8106 0.3817 -5.5297
C 2.4835 -0.9436 2.9808
C 2.2975 0.3870 3.2481
C 1.3169 1.1269 2.5504
C 0.5442 0.4886 1.5703
C 0.6812 -0.8724 1.3378
C 1.6576 -1.6034 2.0566
N -0.3618 1.2935 0.7740
O -0.7678 2.3147 1.2647
O -0.6867 0.8950 -0.3442
H 3.2306 -1.4814 3.5487
H 2.8112 0.8185 4.0973
H 1.1247 2.1734 2.7526
H 0.1642 -1.3219 0.5031
H 1.8433 -2.6578 1.9014
*
```

The calculation puts the HOMO energy at -0.58143 Ha.

=====

The following is a quantum chemistry calculation of a molecular structure, C6H5N2O5SY in a non-equilibrium geometry, from the Open Molecules 2025 dataset.

```
! wB97M-V def2-TZVPD RIJCOSX def2/J DEFGRID3
* xyz 2 1
O -4.4704 -0.4575 -4.3384
C -3.7382 -0.0109 -3.5844
Y -0.3156 0.4209 0.0349
C -0.4489 2.3950 1.4299
O -0.0326 3.1568 2.2327
C -1.4943 2.6243 0.2218
O -2.0323 3.6703 0.0107
C -1.6430 0.2724 2.0328
O -2.3954 0.2950 2.9084
C 0.4011 2.2297 -1.3827
O 0.6247 3.1693 -2.0159
H -1.8778 1.3957 -0.3669
N 1.2722 -2.5295 -0.4274
C 2.1434 -1.9533 0.4468
N 2.9221 -2.7829 1.1555
S 2.2062 -0.2532 0.7194
H 1.3957 -3.5147 -0.6493
H 0.9233 -1.9619 -1.1996
H 3.5917 -2.3864 1.8039
H 2.9682 -3.7793 0.9679
*
```

The calculation puts the HOMO energy (spin up / spin down) at -0.57546 / -0.58570 Ha. The energy relative to the best compared isomer or geometry (same formula, charge and spin) comes out at 8.2 kcal/mol.

=====

The following is a quantum chemistry calculation of a molecular structure, C6H5N2O6Sn in a non-equilibrium geometry, from the Open Molecules 2025 dataset.

```
! wB97M-V def2-TZVPD RIJCOSX def2/J DEFGRID3
* xyz 3 1
O 1.2254 2.4984 -1.5771
C 0.7952 1.5657 -1.0160
Sn -0.1629 0.1309 0.1507
O 1.8528 -2.0665 -1.6216
C 1.2052 -1.2614 -1.0628
C -1.3193 1.4562 1.1517
O -1.9979 1.0138 2.0488
C -1.5864 -0.0548 -1.2320
O -2.4547 -0.0172 -1.9940
C 1.2497 0.3074 1.5436
O 2.0094 0.5539 2.3789
H -1.1570 2.4535 0.7168
N -0.6329 -4.0771 -0.5195
C 0.2299 -3.3753 0.2071
N 1.1871 -3.8588 0.9943
O 0.0225 -2.1437 0.2581
H -0.5843 -5.0342 -0.4555
H -1.3224 -3.6035 -1.0762
H 1.7817 -3.2338 1.5068
H 1.2474 -4.8159 1.0697
*
```

The calculation puts the HOMO energy at -0.80137 Ha. The energy relative to the best compared isomer or geometry (same formula, charge and spin) comes out at 103.0 kcal/mol.

=====

Which formula does entry 5 have?
C6H5F2NO2

=====

Number 2 is which compound?
C6H5ClS